The following is a DFT calculation (ωB97M-V with the def2-TZVPD basis set) of a single C24H29N3O4 molecule.

Properties
Relative energy (zero: lowest compared OMol25 entry of this formula, charge and spin) in kcal/mol: 54.9
Multiplicity: 1
Maximum force in eV/A: 0.83
Energy in Ha: -1397.17186
SMILES string: CCCOc1cccc([C@@H]2/C(=C(/O)c3ccncc3)C(=O)C(=O)N2CCCN(C)C)c1
E_LUMO in eV: -0.495

Last column: Löwdin charge in e.
Geometry (Å):
C (4.74591, 3.67275, 1.31948)  -0.10
C (3.35607, 4.23220, 1.59410)  -0.23
C (2.53799, 3.30689, 2.49845)  -0.20
O (2.23064, 2.06036, 1.90375)  -0.04
C (1.21802, 1.96710, 1.00923)  -0.26
C (0.40233, 3.01088, 0.58363)  -0.02
C (-0.61253, 2.76550, -0.32673)  -0.06
C (-0.82005, 1.50088, -0.83881)  -0.03
C (-0.00582, 0.45227, -0.42441)  -0.19
C (-0.18838, -0.92076, -1.03309)  -0.18
C (-0.00216, -0.87726, -2.52616)  -0.04
C (1.00508, -0.30061, -3.23741)  -0.20
O (0.97283, -0.23172, -4.55849)  0.14
C (2.16064, 0.33849, -2.57473)  -0.14
C (2.40803, 1.69502, -2.75747)  0.02
C (3.45925, 2.26785, -2.06044)  -0.12
N (4.25096, 1.58923, -1.24933)  0.07
C (4.03152, 0.29530, -1.09965)  -0.13
C (3.00042, -0.38086, -1.73067)  -0.01
C (-1.19951, -1.35296, -3.17556)  -0.23
O (-1.38377, -1.40853, -4.38578)  0.10
C (-2.17104, -1.71796, -2.06652)  -0.37
O (-3.28396, -2.18556, -2.16956)  0.10
N (-1.54733, -1.40803, -0.90603)  0.00
C (-2.14833, -1.65105, 0.38138)  -0.12
C (-1.96044, -3.10320, 0.82820)  -0.15
C (-2.83009, -3.41917, 2.04357)  -0.23
N (-4.22180, -3.05310, 1.84948)  -0.29
C (-4.96018, -3.16928, 3.08903)  -0.11
C (-4.85943, -3.81098, 0.78880)  -0.09
C (0.99143, 0.68496, 0.50192)  0.04
H (5.31524, 4.36523, 0.70484)  0.07
H (4.67403, 2.72700, 0.78852)  0.04
H (5.28397, 3.51583, 2.25156)  0.07
H (3.43264, 5.20228, 2.09016)  0.11
H (2.83250, 4.37345, 0.64688)  0.10
H (1.61960, 3.80450, 2.83486)  0.12
H (3.12923, 3.04502, 3.38076)  0.13
H (0.54035, 4.01426, 0.95292)  0.10
H (-1.24339, 3.58242, -0.64358)  0.11
H (-1.60767, 1.32034, -1.55460)  0.12
H (0.50244, -1.62648, -0.55013)  0.16
H (0.12455, -0.64443, -4.87652)  0.11
H (1.78364, 2.28232, -3.41133)  0.13
H (3.68231, 3.32217, -2.15631)  0.11
H (4.71258, -0.22030, -0.43555)  0.11
H (2.85859, -1.43992, -1.58395)  0.12
H (-3.21984, -1.45594, 0.29660)  0.13
H (-1.71423, -0.95829, 1.10542)  0.14
H (-0.91542, -3.29092, 1.08501)  0.11
H (-2.22559, -3.75801, -0.00234)  0.11
H (-2.72188, -4.49306, 2.28846)  0.12
H (-2.46078, -2.84275, 2.89744)  0.12
H (-5.98078, -2.82604, 2.92805)  0.08
H (-4.99448, -4.20197, 3.47231)  0.09
H (-4.49794, -2.53540, 3.84523)  0.08
H (-4.41226, -3.56129, -0.17041)  0.07
H (-5.91161, -3.53565, 0.74754)  0.09
H (-4.78951, -4.89848, 0.94829)  0.09
H (1.62741, -0.11455, 0.84970)  0.13


The following is a DFT calculation (ωB97M-V with the def2-TZVPD basis set) of a single CH5N3O2S molecule at a distorted geometry.

Properties
Relative energy (zero: lowest compared OMol25 entry of this formula, charge and spin) in kcal/mol: 110.4
Multiplicity: 1
Maximum force in eV/A: 4.41
Energy in Ha: -753.86160
SMILES string: O/N=C(/NO)NS
E_LUMO in eV: 0.554

Last column: Löwdin charge in e.
Geometry (Å):
O (1.57410, 1.49899, -0.16433)  -0.18
N (0.22321, 1.28196, -0.40800)  0.01
C (-0.26006, 0.19318, 0.01831)  -0.52
N (-1.58694, 0.06265, 0.22342)  0.00
O (-2.08541, -1.03181, -0.62835)  -0.09
N (0.58877, -0.91423, 0.44280)  -0.32
S (2.17055, -1.25302, -0.32109)  0.66
H (1.45696, 2.49304, -0.22116)  0.13
H (-2.18381, 0.92878, 0.04339)  0.17
H (-2.78161, -1.58101, -0.11471)  0.13
H (0.06071, -1.67063, 0.78564)  0.04
H (2.82355, -0.00790, 0.34408)  -0.02


The following is a DFT calculation (ωB97M-V with the def2-TZVPD basis set) of 2 unconnected molecules or ions with the total composition C5H11N2.

Properties
Charge: +1
Relative energy (zero: lowest compared OMol25 entry of this formula, charge and spin) in kcal/mol: 44.9
Multiplicity: 1
Maximum force in eV/A: 0.64
Energy in Ha: -306.31199
E_LUMO in eV: -3.014

Last column: Löwdin charge in e.
Geometry (Å):
C (-1.95670, -0.33036, -0.40460)  -0.22
C (-3.22194, 0.01747, -0.54246)  0.05
C (-1.27870, 0.48141, 1.67163)  0.04
N (-1.05127, 0.39134, 0.43027)  -0.07
H (-1.52793, -1.23481, -0.82526)  0.11
H (-3.61121, 0.86633, 0.00552)  0.07
H (-3.88137, -0.45936, -1.25383)  0.07
H (-0.60081, 1.09064, 2.26533)  0.09
H (-2.15056, 0.02798, 2.13740)  0.10
C (2.34310, -0.20802, 0.09093)  -0.17
C (2.98537, -1.16065, -0.54543)  0.07
N (1.45004, 0.75058, -0.56384)  0.15
H (2.41668, -0.05136, 1.15705)  0.12
H (3.60492, -1.81464, 0.04923)  0.08
H (2.87962, -1.35716, -1.60450)  0.08
H (1.42115, 0.65713, -1.57788)  0.16
H (0.42708, 0.63752, -0.16486)  0.09
H (1.75253, 1.69596, -0.32470)  0.16


The following is a DFT calculation (ωB97M-V with the def2-TZVPD basis set) of a single C3H5NO2S2 molecule at a distorted geometry.

Properties
Relative energy (zero: lowest compared OMol25 entry of this formula, charge and spin) in kcal/mol: 108.6
Multiplicity: 1
Maximum force in eV/A: 5.54
Energy in Ha: -1118.77434
SMILES string: COC(=S)S/C=N\O
E_LUMO in eV: -0.045

Last column: Löwdin charge in e.
Geometry (Å):
C (-1.10684, -1.43554, 0.42107)  -0.08
O (-0.00170, -0.59736, -0.11971)  -0.27
C (-0.28721, -0.03584, -1.35446)  -1.19
S (-1.36003, -0.53409, -2.50410)  0.66
S (1.02557, 0.96913, -1.81627)  0.96
C (1.78339, 1.00035, -0.19779)  -0.46
N (1.37024, 1.32816, 0.98397)  -0.08
O (0.06605, 1.88998, 1.07400)  -0.12
H (-1.50619, -2.35548, -0.32322)  0.13
H (-0.83207, -1.79346, 1.40452)  0.07
H (-2.06271, -0.83801, 0.43696)  0.09
H (2.86387, 0.73687, -0.18403)  0.09
H (0.04764, 1.66529, 2.17905)  0.21


The following is a DFT calculation (ωB97M-V with the def2-TZVPD basis set) of 2 unconnected molecules or ions with the total composition C5H9O3S at a distorted geometry.

Properties
Charge: -1
Relative energy (zero: lowest compared OMol25 entry of this formula, charge and spin) in kcal/mol: 0.0
Multiplicity: 1
Maximum force in eV/A: 4.14
Energy in Ha: -819.85648
E_LUMO in eV: 3.394

Last column: Löwdin charge in e.
Geometry (Å):
C (1.27535, -1.13583, -0.09887)  -0.51
C (-2.15801, -0.38319, 0.44645)  -0.06
C (-0.61031, 0.53536, -1.39296)  -0.07
C (-0.83869, 0.35927, 0.13443)  -0.34
C (0.37278, -0.22911, 0.76823)  -0.31
O (2.47042, -1.48049, 0.40465)  0.06
O (0.89396, -1.60718, -1.14787)  0.07
O (0.75923, -0.12279, 1.96550)  0.01
S (2.49703, 1.97943, -0.25891)  -0.09
H (-2.15282, -1.32761, -0.10506)  0.08
H (-2.48680, -0.55108, 1.51334)  0.10
H (-2.98699, 0.10827, 0.04361)  0.04
H (-0.76534, -0.41389, -1.91659)  0.08
H (0.25869, 1.09675, -1.53500)  0.00
H (-1.49114, 1.09250, -1.55800)  0.06
H (-0.86896, 1.36837, 0.64405)  0.16
H (2.53744, -0.94259, 1.30172)  0.15
H (3.29416, 1.65381, 0.79128)  -0.41


The following is a DFT calculation (ωB97M-V with the def2-TZVPD basis set) of a molecular structure, C25H25NOSiSn at a distorted geometry.

Properties
Relative energy (zero: lowest compared OMol25 entry of this formula, charge and spin) in kcal/mol: 0.0
Multiplicity: 1
Maximum force in eV/A: 5.33
Energy in Ha: -1601.25302
E_LUMO (alpha / beta) in eV: -1.960 / -1.956

Last column: Löwdin charge in e.
Geometry (Å):
C (-0.32218, 1.21245, -5.03916)  -0.12
C (1.06459, 1.32278, -4.75671)  -0.15
C (1.22455, 1.61687, -3.37613)  -0.17
C (-0.03010, 1.70175, -2.77151)  -0.22
C (-1.06103, 1.43397, -3.77588)  -0.25
Sn (-1.22784, -0.61519, -2.53683)  1.28
N (-3.47120, -0.67110, -2.49241)  -0.22
C (0.44967, -1.93623, -2.78666)  -0.27
C (1.68620, -1.39949, -2.89513)  0.10
H (2.20149, 1.71237, -2.87663)  0.11
H (1.89906, 1.25832, -5.53352)  0.12
H (-0.22929, 2.08988, -1.77276)  0.10
H (-2.10807, 1.60462, -3.72169)  0.07
H (-0.77293, 1.06918, -6.03630)  0.10
H (2.04728, -1.18959, -3.87003)  0.08
H (0.00933, -2.42948, -1.86754)  0.10
H (-3.23552, -0.90021, -1.51499)  -0.24
H (2.25683, -1.24706, -1.95517)  0.07
H (-0.04805, -2.33656, -3.56401)  0.01
O (-0.36710, -0.10591, -0.73032)  -0.42
Si (-0.11810, -0.08576, 0.83294)  0.44
C (-1.27165, -1.34230, 1.59411)  -0.21
C (-2.63312, -1.29244, 1.25008)  -0.10
C (-3.48244, -2.36417, 1.57229)  -0.08
C (-2.98711, -3.45333, 2.28793)  -0.10
C (-1.64967, -3.48382, 2.67695)  -0.08
C (-0.78237, -2.43751, 2.31189)  -0.09
C (1.66187, -0.41576, 1.29006)  -0.24
C (2.01304, -0.61222, 2.62635)  -0.11
C (3.35198, -0.88111, 2.98544)  -0.07
C (4.31521, -0.95291, 1.98883)  -0.10
C (3.99144, -0.72821, 0.66029)  -0.08
C (2.66476, -0.41884, 0.32222)  -0.09
C (-0.53007, 1.63738, 1.40620)  -0.22
C (-1.74814, 2.22677, 1.05559)  -0.09
C (-2.12343, 3.43159, 1.67352)  -0.08
C (-1.24438, 4.06471, 2.55616)  -0.10
C (0.02571, 3.53918, 2.78989)  -0.08
C (0.40371, 2.33892, 2.17062)  -0.08
H (-3.02996, -0.42470, 0.71280)  0.09
H (-4.52845, -2.32406, 1.25349)  0.11
H (-3.64751, -4.27224, 2.54525)  0.10
H (-1.25392, -4.31387, 3.26569)  0.10
H (0.27331, -2.47665, 2.58051)  0.08
H (1.22979, -0.54878, 3.40354)  0.12
H (3.58123, -1.02601, 4.03108)  0.10
H (5.34395, -1.17997, 2.25680)  0.10
H (4.74426, -0.76960, -0.13544)  0.11
H (2.39927, -0.15959, -0.71943)  0.07
H (-2.40974, 1.74897, 0.32461)  0.10
H (-3.11538, 3.84866, 1.47074)  0.10
H (-1.55038, 4.97368, 3.06157)  0.10
H (0.73257, 4.02697, 3.46309)  0.10
H (1.40804, 1.93560, 2.30773)  0.09


The following is a DFT calculation (ωB97M-V with the def2-TZVPD basis set) of 5 unconnected molecules or ions with the total composition C20H35N5 at a distorted geometry.

Properties
Relative energy (zero: lowest compared OMol25 entry of this formula, charge and spin) in kcal/mol: 50.2
Multiplicity: 1
Maximum force in eV/A: 5.60
Energy in Ha: -1056.73663
SMILES string: CCCC#N.CCCC#N.CCCC#N.CCCC#N.CCCC#N
E_LUMO in eV: 0.373

Last column: Löwdin charge in e.
Geometry (Å):
C (-4.88637, -1.90375, -2.74292)  -0.11
C (-4.86102, -3.24061, -3.52383)  -0.24
C (-5.59433, -2.98640, -4.84082)  -0.23
C (-7.01292, -2.92609, -4.69137)  -0.22
N (-8.20043, -2.86670, -4.62942)  0.14
H (-4.60131, -1.07256, -3.38786)  0.07
H (-4.37784, -1.81890, -1.78256)  0.07
H (-5.90055, -1.66709, -2.42111)  0.07
H (-5.36974, -3.99809, -2.92759)  0.11
H (-3.85376, -3.64940, -3.60408)  0.10
H (-5.31020, -3.82480, -5.47679)  0.12
H (-5.15741, -2.20842, -5.46689)  0.12
C (8.81205, -7.84808, 0.49143)  -0.12
C (7.54129, -7.07874, 0.25593)  -0.27
C (6.32543, -7.98441, 0.03491)  -0.19
C (5.91024, -8.90198, 1.17079)  -0.21
N (5.61694, -9.62215, 2.05485)  0.12
H (9.05469, -8.40911, -0.41105)  0.08
H (8.55228, -8.56044, 1.27448)  0.07
H (9.63201, -7.29134, 0.94508)  0.08
H (7.73579, -6.52067, -0.65995)  0.11
H (7.30593, -6.37856, 1.05747)  0.11
H (6.35322, -8.62841, -0.84406)  0.11
H (5.43971, -7.35720, -0.06613)  0.11
C (-1.61814, 7.46681, -2.30905)  -0.12
C (-0.83341, 6.88412, -1.18628)  -0.30
C (0.26045, 7.78089, -0.64382)  -0.17
C (-0.37590, 9.07340, -0.16588)  -0.23
N (-0.85098, 10.05822, 0.13438)  0.14
H (-2.43940, 6.77541, -2.49773)  0.07
H (-1.15209, 7.32031, -3.28343)  0.08
H (-2.05210, 8.44757, -2.11439)  0.08
H (-0.27676, 6.00394, -1.50799)  0.11
H (-1.48922, 6.49258, -0.40865)  0.12
H (0.95489, 8.11339, -1.41539)  0.12
H (0.80976, 7.28034, 0.15356)  0.11
C (4.48767, -0.53941, -3.78019)  -0.11
C (3.23317, -0.48740, -2.92056)  -0.25
C (3.51757, 0.07273, -1.50092)  -0.19
C (2.34753, 0.26750, -0.64545)  -0.26
N (1.44510, 0.50493, -0.03038)  0.14
H (5.14755, 0.24029, -3.39978)  0.07
H (4.18969, -0.38632, -4.81743)  0.07
H (4.99521, -1.49999, -3.69192)  0.07
H (2.74606, -1.45864, -2.83383)  0.11
H (2.54067, 0.17214, -3.44359)  0.11
H (4.11905, 0.98174, -1.49679)  0.12
H (4.12219, -0.61368, -0.90815)  0.12
C (-6.09863, 3.45504, 7.50950)  -0.12
C (-4.84998, 2.61542, 7.55962)  -0.28
C (-3.85024, 2.73487, 6.40637)  -0.17
C (-3.11639, 4.04796, 6.33555)  -0.23
N (-2.57542, 5.01792, 6.17670)  0.14
H (-6.72847, 3.16379, 8.35008)  0.07
H (-6.74768, 3.24234, 6.66003)  0.07
H (-6.00313, 4.52805, 7.67567)  0.08
H (-5.12247, 1.57058, 7.70853)  0.11
H (-4.37022, 2.85458, 8.50869)  0.11
H (-4.38237, 2.63867, 5.45995)  0.11
H (-3.13722, 1.92385, 6.55444)  0.11